ORCA calculation (ωB97M-V with the def2-TZVPD basis set) on a cluster of 3 separate species, C31H60N2O10 in total.

Computed properties:
E_LUMO = -0.95 eV
Structure (SMILES) = CCCCOC1=C(OCCOCC)C(=O)C(CCO)=C(CCC)C1=O.COCCNCCOC.COCCNCCOC
Gap between HOMO and LUMO = 7.684 eV
E_tot = -56570.56735 eV

```
! RIJCOSX wB97M-V def2-TZVPD def2/J DEFGRID3
* xyz 0 1
C -2.310 -2.630 2.808
C -3.785 -2.637 2.413
C -4.539 -1.401 2.934
C -5.304 -0.690 1.833
O -5.665 0.656 2.207
C -5.244 1.686 1.457
C -6.068 2.701 1.176
O -7.327 2.745 1.668
C -8.400 2.774 0.714
C -8.198 1.767 -0.406
O -9.431 1.631 -1.080
C -9.658 0.342 -1.620
C -8.738 0.004 -2.779
C -5.602 3.863 0.371
O -6.314 4.829 0.230
C -4.217 3.861 -0.198
C -3.909 5.033 -1.084
C -3.705 6.345 -0.304
O -2.511 6.978 -0.768
C -3.367 2.886 0.129
C -1.954 2.733 -0.353
C -1.785 1.509 -1.283
C -1.042 1.852 -2.571
C -3.802 1.794 1.055
O -2.986 1.042 1.534
H -2.195 -2.713 3.892
H -1.762 -3.456 2.349
H -1.845 -1.693 2.492
H -3.855 -2.684 1.321
H -4.254 -3.553 2.784
H -3.835 -0.688 3.363
H -5.236 -1.679 3.730
H -4.731 -0.675 0.905
H -6.258 -1.186 1.628
H -8.507 3.787 0.325
H -9.299 2.503 1.266
H -7.423 2.107 -1.106
H -7.865 0.811 0.027
H -10.700 0.352 -1.946
H -9.566 -0.415 -0.827
H -7.697 -0.093 -2.460
H -8.794 0.779 -3.546
H -9.037 -0.948 -3.224
H -2.999 4.852 -1.654
H -4.731 5.151 -1.792
H -4.559 7.007 -0.464
H -3.640 6.144 0.770
H -2.025 7.323 -0.015
H -1.318 2.618 0.528
H -1.631 3.642 -0.862
H -2.765 1.093 -1.537
H -1.249 0.722 -0.757
H -0.003 2.118 -2.361
H -1.034 1.001 -3.256
H -1.503 2.697 -3.089
C 3.964 -2.048 -4.258
O 3.765 -2.838 -3.106
C 4.500 -2.412 -1.966
C 3.572 -1.996 -0.849
N 2.837 -0.795 -1.214
C 1.842 -0.369 -0.240
C 0.673 -1.306 0.036
O -0.179 -1.491 -1.081
C 0.164 -2.550 -1.952
H 3.405 -2.514 -5.067
H 3.607 -1.020 -4.124
H 5.022 -2.008 -4.538
H 5.158 -1.579 -2.236
H 5.122 -3.247 -1.628
H 4.168 -1.782 0.043
H 2.923 -2.854 -0.619
H 2.392 -0.936 -2.113
H 1.430 0.586 -0.577
H 2.354 -0.179 0.710
H 0.058 -0.850 0.816
H 1.005 -2.282 0.411
H 0.622 -3.380 -1.407
H 0.853 -2.238 -2.743
H -0.757 -2.901 -2.418
C 11.014 0.117 1.497
O 10.494 -0.881 0.645
C 10.736 -2.213 1.079
C 9.431 -2.925 1.355
N 8.747 -2.324 2.487
C 7.423 -2.862 2.764
C 6.349 -2.679 1.698
O 5.978 -1.329 1.485
C 6.749 -0.619 0.535
H 10.821 1.076 1.021
H 10.540 0.108 2.485
H 12.094 0.002 1.635
H 11.358 -2.206 1.979
H 11.276 -2.740 0.288
H 9.646 -3.973 1.588
H 8.841 -2.911 0.427
H 8.683 -1.324 2.343
H 7.059 -2.404 3.686
H 7.524 -3.935 2.958
H 5.447 -3.192 2.041
H 6.641 -3.135 0.743
H 7.125 -1.284 -0.249
H 7.602 -0.105 0.986
H 6.097 0.128 0.080
*
```

These are the Mulliken partial charges, in e, on atoms 1 to 4: C -1.1487; C -0.3916; C -0.4002; C -0.8534



ORCA calculation (ωB97M-V with the def2-TZVPD basis set) on a cluster of 2 separate species, C31H60N5O2S2 in total in a non-equilibrium geometry.

Computed properties:
E_LUMO = -4.63 eV
Gap between HOMO and LUMO = 4.724 eV
E_tot = -66320.83940 eV

```
! RIJCOSX wB97M-V def2-TZVPD def2/J DEFGRID3
* xyz 1 1
C -5.237 -4.049 2.128
C -5.598 -4.472 0.623
C -4.636 -3.755 -0.469
C -4.948 -2.177 -0.582
N -3.944 -1.525 -1.469
C -4.137 -0.025 -1.512
C -3.183 0.557 -0.349
C -2.983 2.142 -0.398
C -2.357 2.681 -1.779
C -0.867 3.211 -1.609
C -0.485 4.403 -0.647
C -1.544 5.145 0.267
C -0.866 5.910 1.524
O -1.080 5.436 2.674
N -0.071 7.125 1.332
C -0.863 8.377 1.554
C 1.205 7.104 2.122
C 1.028 4.714 -0.739
N 2.055 4.120 -1.465
N 1.718 3.099 -2.243
C 0.375 2.680 -2.336
C 0.114 1.429 -3.330
C -0.044 0.132 -2.350
C 1.400 -0.490 -1.956
C 1.077 -1.752 -0.982
O 1.782 -1.584 0.284
C 1.656 -2.793 1.085
C -3.921 -2.099 -2.830
S -2.580 -3.022 -3.239
S -5.339 -1.715 -3.954
C -4.913 -0.211 -5.005
C -3.507 -0.418 -5.736
C -2.928 0.928 -6.419
H -5.906 -3.201 2.493
H -5.395 -4.923 2.860
H -4.149 -3.715 2.230
H -5.420 -5.608 0.542
H -6.709 -4.326 0.382
H -3.522 -3.959 -0.256
H -4.883 -4.278 -1.468
H -6.026 -2.089 -0.952
H -4.879 -1.776 0.497
H -5.233 0.245 -1.269
H -3.820 0.319 -2.555
H -3.663 0.281 0.651
H -2.206 -0.029 -0.416
H -3.965 2.696 -0.161
H -2.217 2.395 0.427
H -3.033 3.534 -2.163
H -2.398 1.887 -2.614
H -2.321 4.443 0.739
H -2.117 5.931 -0.333
H -1.601 8.168 2.403
H -0.135 9.210 1.865
H -1.377 8.747 0.603
H 1.379 6.052 2.560
H 2.061 7.248 1.360
H 1.259 7.920 2.920
H 1.366 5.600 -0.087
H 2.464 2.620 -2.780
H -0.791 1.587 -4.000
H 1.035 1.246 -3.994
H -0.467 0.533 -1.354
H -0.747 -0.634 -2.814
H 1.984 0.245 -1.297
H 1.975 -0.852 -2.868
H -0.046 -1.768 -0.716
H 1.350 -2.740 -1.491
H 0.567 -2.927 1.417
H 2.341 -2.677 1.983
H 1.930 -3.713 0.458
H -5.794 -0.077 -5.734
H -4.939 0.715 -4.327
H -3.624 -1.189 -6.577
H -2.733 -0.737 -4.956
H -2.029 0.621 -7.050
H -3.685 1.453 -7.086
H -2.561 1.670 -5.615
C 5.752 -3.796 1.574
C 6.431 -4.213 2.873
N 7.134 -3.121 3.536
C 8.036 -3.570 4.593
C 7.418 -4.256 5.810
C 6.338 -1.941 3.852
C 5.094 -2.131 4.720
H 6.459 -3.310 0.897
H 5.354 -4.678 1.063
H 4.914 -3.117 1.752
H 7.154 -4.998 2.618
H 5.688 -4.680 3.531
H 8.641 -2.722 4.935
H 8.759 -4.263 4.146
H 6.907 -3.545 6.459
H 8.207 -4.721 6.408
H 6.716 -5.045 5.531
H 6.022 -1.480 2.909
H 6.979 -1.183 4.316
H 4.477 -2.970 4.389
H 4.471 -1.233 4.668
H 5.349 -2.279 5.769
*
```

These are the Mulliken partial charges, in e, on atoms 1 to 4: C -0.9405; C -0.5043; C -0.5016; C -0.6809